A.
{"formula": "C5H12N2O2", "method": "ωB97M-V/def2-TZVPD", "symbols": ["C", "C", "C", "N", "N", "H", "H", "H", "H", "H", "H", "H", "H", "C", "C", "O", "O", "H", "H", "H", "H"], "coordinates": [[-1.265, 0.734, 0.575], [-2.121, -0.211, 1.408], [-1.163, 0.145, -1.032], [-1.004, -1.187, -1.116], [-1.207, 1.043, -1.902], [-0.574, -1.648, -0.294], [-0.643, -1.535, -1.993], [-1.269, 0.738, -2.871], [-1.804, 1.652, 0.340], [-0.444, 1.150, 1.157], [-1.553, -1.079, 1.748], [-2.525, 0.309, 2.278], [-2.969, -0.588, 0.829], [3.000, 0.512, -0.513], [1.330, -0.486, 0.828], [1.701, -0.037, -0.383], [0.763, -1.550, 0.968], [1.786, 0.055, 1.678], [3.336, 0.987, 0.414], [2.929, 1.267, -1.296], [3.694, -0.271, -0.823]], "smiles": "[H]/N=C(\\N)CC.COC=O", "e_homo_ev": -8.793, "homo_lumo_gap_ev": 9.498, "lumo_ev": 0.71}

B.
{"formula": "C5H12N2O2", "method": "ωB97M-V/def2-TZVPD", "symbols": ["C", "C", "C", "C", "C", "N", "O", "N", "O", "H", "H", "H", "H", "H", "H", "H", "H", "H", "H", "H", "H"], "coordinates": [[-0.301, 0.740, -1.002], [0.993, -0.950, 1.217], [-0.898, -0.388, -1.801], [-0.778, 2.121, -1.383], [0.373, -1.532, 2.458], [0.991, 0.566, -0.616], [1.250, -1.913, 0.298], [-0.531, 0.211, 0.752], [-0.740, 1.131, 1.513], [1.575, -1.443, -0.490], [1.387, 1.426, -0.235], [1.844, -0.307, 1.449], [-1.964, -0.233, -1.967], [-0.398, -0.470, -2.768], [-0.785, -1.325, -1.258], [-1.861, 2.192, -1.269], [-0.322, 2.887, -0.757], [-0.533, 2.319, -2.427], [0.054, -0.738, 3.129], [-0.482, -2.150, 2.193], [1.125, -2.144, 2.966]], "e_homo_ev": -7.996, "homo_lumo_gap_ev": 8.491, "lumo_ev": 0.50}

C.
{"formula": "C5H12N2O2", "method": "ωB97M-V/def2-TZVPD", "symbols": ["C", "C", "C", "C", "C", "N", "N", "O", "O", "H", "H", "H", "H", "H", "H", "H", "H", "H", "H", "H", "H"], "coordinates": [[1.039, -1.601, 0.951], [1.367, 0.152, -0.859], [-0.288, 0.598, 0.984], [-0.564, -1.142, -0.957], [0.299, -0.507, 0.075], [-4.451, 0.852, -0.138], [-4.059, -0.319, 0.007], [-2.952, -0.970, -0.117], [-3.499, 1.773, -0.550], [0.395, -1.918, 1.814], [1.138, -2.460, 0.271], [1.938, -1.176, 1.320], [1.626, 1.078, -0.250], [2.238, -0.373, -0.863], [1.067, 0.523, -1.894], [-0.419, 1.514, 0.422], [0.534, 0.841, 1.839], [-1.291, 0.355, 1.624], [-0.994, -0.648, -1.822], [-1.072, -2.081, -0.855], [-3.949, 2.618, -0.549]], "e_homo_ev": [-7.828, -10.412], "homo_lumo_gap_ev": [6.083, 10.779], "lumo_ev": [-1.75, 0.37]}

Which of them is the least stable? Correct choice: C.

A.
{"formula": "C5H12N2O2", "method": "ωB97M-V/def2-TZVPD", "symbols": ["C", "C", "O", "N", "H", "H", "H", "H", "H", "C", "C", "C", "O", "N", "H", "H", "H", "H", "H", "H", "H"], "coordinates": [[-2.471, 0.922, -1.756], [-1.229, 1.770, -1.951], [-0.947, 2.096, -3.089], [-0.415, 2.085, -0.882], [-2.235, -0.135, -1.524], [-2.852, 0.741, -2.781], [0.362, 2.744, -0.949], [-0.462, 1.450, -0.123], [-3.237, 1.454, -1.202], [0.702, -1.024, 0.422], [2.217, -1.433, 0.389], [0.121, -0.592, 1.730], [-0.819, 0.181, 1.824], [0.695, -1.109, 2.861], [0.656, -0.247, -0.342], [0.120, -1.859, -0.030], [2.307, -2.134, -0.483], [0.399, -0.566, 3.692], [1.633, -1.458, 2.902], [2.442, -2.076, 1.245], [3.012, -0.812, 0.048]], "smiles": "CCC(N)=O.CC(N)=O", "e_homo_ev": -9.369, "homo_lumo_gap_ev": 9.974, "lumo_ev": 0.61}

B.
{"formula": "C5H12N2O2", "method": "ωB97M-V/def2-TZVPD", "symbols": ["C", "C", "N", "C", "N", "O", "H", "H", "H", "H", "H", "H", "H", "H", "C", "C", "O", "H", "H", "H", "H"], "coordinates": [[1.995, -0.303, 1.024], [0.590, -1.870, -0.214], [0.807, -0.505, 0.223], [0.243, 0.638, -0.757], [0.968, 1.824, -0.547], [-0.043, 0.278, -1.891], [0.974, 2.232, 0.375], [0.849, 2.473, -1.312], [1.892, 0.613, 1.603], [2.891, -0.238, 0.399], [2.107, -1.142, 1.713], [1.516, -2.329, -0.572], [0.216, -2.445, 0.637], [-0.154, -1.880, -1.006], [-2.566, 0.162, -0.365], [-1.416, 0.706, 0.440], [-0.866, -0.028, 1.348], [-1.469, 1.784, 0.652], [-3.421, -0.084, 0.270], [-2.260, -0.752, -0.875], [-2.852, 0.866, -1.147]], "e_homo_ev": [-7.484, -7.848], "homo_lumo_gap_ev": [6.691, 7.032], "lumo_ev": [-0.79, -0.82]}

Which of them is the least stable? Correct choice: B.

A.
{"formula": "C32H30F4FeGeN3O2Se", "method": "ωB97M-V/def2-TZVPD", "symbols": ["Fe", "C", "N", "C", "C", "C", "N", "C", "C", "F", "C", "F", "C", "C", "F", "C", "F", "H", "H", "H", "H", "H", "H", "H", "H", "H", "H", "H", "Se", "C", "N", "O", "C", "O", "C", "C", "Ge", "C", "C", "C", "C", "C", "C", "C", "C", "C", "C", "C", "C", "C", "C", "C", "C", "C", "C", "H", "H", "H", "H", "H", "H", "H", "H", "H", "H", "H", "H", "H", "H", "H", "H", "H", "H", "H"], "coordinates": [[-1.725, 1.330, 2.103], [-2.106, 4.309, 1.277], [-1.821, 3.048, 0.597], [-2.763, 2.846, -0.498], [-0.445, 2.987, 0.106], [0.560, 3.069, 1.247], [0.102, 2.234, 2.345], [0.880, 2.017, 3.419], [0.308, 1.343, 4.526], [-1.004, 1.017, 4.431], [0.986, 1.034, 5.674], [0.339, 0.388, 6.660], [2.316, 1.384, 5.849], [2.898, 2.074, 4.807], [4.189, 2.456, 4.912], [2.224, 2.395, 3.646], [2.921, 3.086, 2.705], [-1.911, 5.169, 0.619], [-3.154, 4.319, 1.574], [-1.494, 4.400, 2.174], [-2.685, 3.654, -1.241], [-2.545, 1.898, -0.987], [-3.780, 2.815, -0.109], [-0.339, 2.029, -0.408], [-0.250, 3.785, -0.628], [1.525, 2.751, 0.842], [0.692, 4.114, 1.561], [2.864, 1.138, 6.745], [-6.601, 1.253, 2.002], [-4.860, 1.503, 2.262], [-3.724, 1.702, 2.438], [-1.458, -0.118, 0.425], [-1.699, -1.055, 1.249], [-1.915, -0.818, 2.457], [-1.761, -2.490, 0.769], [-1.746, -2.651, -0.750], [-0.112, -1.907, -1.547], [0.463, -3.225, -2.918], [-0.453, -4.043, -3.580], [-0.043, -4.973, -4.527], [1.304, -5.101, -4.834], [2.233, -4.291, -4.195], [1.812, -3.367, -3.247], [1.384, -1.918, -0.294], [1.867, -3.136, 0.183], [2.913, -3.182, 1.096], [3.507, -2.004, 1.526], [3.049, -0.785, 1.046], [1.986, -0.744, 0.154], [-0.273, -0.231, -2.527], [0.843, 0.302, -3.170], [0.745, 1.468, -3.919], [-0.480, 2.107, -4.048], [-1.600, 1.583, -3.417], [-1.493, 0.428, -2.652], [-2.653, -2.920, 1.228], [-0.899, -3.002, 1.206], [-2.630, -2.180, -1.184], [-1.765, -3.710, -1.013], [-1.512, -3.952, -3.361], [-0.774, -5.598, -5.025], [1.630, -5.834, -5.563], [3.286, -4.382, -4.432], [2.553, -2.756, -2.742], [1.426, -4.065, -0.165], [3.267, -4.136, 1.465], [4.322, -2.032, 2.239], [3.518, 0.132, 1.372], [1.612, 0.211, -0.193], [1.804, -0.196, -3.087], [1.625, 1.876, -4.402], [-0.562, 3.014, -4.634], [-2.557, 2.084, -3.507], [-2.365, 0.050, -2.132]], "spin_multiplicity": 5, "e_homo_ev": [-4.842, -4.739], "homo_lumo_gap_ev": [7.282, 7.178], "charge": -1, "lumo_ev": [2.44, 2.44]}

B.
{"formula": "C32H30F4FeGeN3O2Se", "method": "ωB97M-V/def2-TZVPD", "symbols": ["Fe", "C", "N", "C", "C", "C", "N", "C", "C", "F", "C", "F", "C", "C", "F", "C", "F", "H", "H", "H", "H", "H", "H", "H", "H", "H", "H", "H", "Se", "C", "N", "O", "C", "O", "C", "C", "Ge", "C", "C", "C", "C", "C", "C", "C", "C", "C", "C", "C", "C", "C", "C", "C", "C", "C", "C", "H", "H", "H", "H", "H", "H", "H", "H", "H", "H", "H", "H", "H", "H", "H", "H", "H", "H", "H"], "coordinates": [[-0.776, 2.159, 0.796], [-3.463, 4.098, 0.863], [-2.114, 4.216, 1.397], [-2.149, 4.463, 2.830], [-1.373, 5.281, 0.724], [-1.202, 5.029, -0.780], [-1.063, 3.613, -1.024], [-0.829, 3.159, -2.237], [-0.819, 1.744, -2.413], [-1.064, 1.010, -1.275], [-0.609, 1.111, -3.607], [-0.656, -0.237, -3.673], [-0.362, 1.840, -4.763], [-0.367, 3.222, -4.646], [-0.140, 3.954, -5.763], [-0.599, 3.872, -3.453], [-0.601, 5.235, -3.466], [-4.026, 5.040, 0.966], [-3.985, 3.305, 1.392], [-3.411, 3.829, -0.189], [-2.653, 5.415, 3.067], [-1.131, 4.513, 3.213], [-2.666, 3.644, 3.326], [-0.381, 5.323, 1.177], [-1.863, 6.260, 0.882], [-0.320, 5.593, -1.107], [-2.065, 5.422, -1.338], [-0.162, 1.354, -5.700], [2.973, 5.091, 0.955], [1.852, 3.785, 1.152], [1.074, 2.926, 1.318], [-1.990, 0.797, 2.300], [-1.290, -0.205, 2.033], [-0.427, -0.194, 1.121], [-1.465, -1.498, 2.804], [-0.154, -2.253, 2.867], [0.731, -2.437, 1.052], [1.980, -3.980, 1.421], [2.218, -4.479, 2.695], [3.048, -5.567, 2.903], [3.670, -6.179, 1.830], [3.466, -5.681, 0.553], [2.635, -4.593, 0.360], [-0.634, -3.202, -0.167], [-1.528, -2.374, -0.832], [-2.492, -2.896, -1.675], [-2.584, -4.265, -1.859], [-1.709, -5.105, -1.190], [-0.742, -4.574, -0.354], [1.874, -1.169, 0.023], [1.574, -0.932, -1.311], [2.311, -0.025, -2.051], [3.363, 0.656, -1.463], [3.684, 0.409, -0.140], [2.944, -0.501, 0.596], [-2.213, -2.089, 2.267], [-1.858, -1.266, 3.795], [-0.330, -3.269, 3.225], [0.525, -1.760, 3.561], [1.748, -4.009, 3.547], [3.208, -5.944, 3.906], [4.310, -7.038, 1.987], [3.956, -6.150, -0.291], [2.477, -4.201, -0.637], [-1.460, -1.309, -0.680], [-3.170, -2.231, -2.193], [-3.333, -4.677, -2.523], [-1.780, -6.177, -1.325], [-0.055, -5.232, 0.163], [0.749, -1.455, -1.772], [2.060, 0.159, -3.088], [3.928, 1.381, -2.035], [4.507, 0.938, 0.322], [3.197, -0.690, 1.631]], "spin_multiplicity": 5, "e_homo_ev": [-4.657, -4.669], "homo_lumo_gap_ev": [7.248, 7.259], "charge": -1, "lumo_ev": [2.59, 2.59]}

Which of them is the least stable? Correct choice: B.

A.
{"formula": "CH4FNO2", "method": "ωB97M-V/def2-TZVPD", "symbols": ["C", "N", "O", "O", "F", "H", "H", "H", "H"], "coordinates": [[0.935, 0.844, 0.066], [1.052, -0.425, 0.018], [-0.289, 1.422, 0.255], [-1.862, -1.038, 0.094], [2.341, -0.765, -0.048], [1.711, 1.568, -0.167], [-1.033, -1.278, 0.388], [-1.040, 0.920, 0.288], [-1.815, -1.249, -0.893]], "smiles": "O/C=N/F.O", "e_homo_ev": -10.541, "homo_lumo_gap_ev": 11.413, "lumo_ev": 0.87}

B.
{"formula": "CH4FNO2", "method": "ωB97M-V/def2-TZVPD", "symbols": ["C", "N", "O", "O", "F", "H", "H", "H", "H"], "coordinates": [[-0.206, 0.453, -1.310], [0.940, 0.177, 1.987], [-1.203, 1.267, -1.145], [-0.691, -0.758, -1.651], [1.177, -0.622, 3.104], [0.417, -0.359, 1.239], [1.835, 0.257, 1.387], [-2.085, 0.952, -1.389], [-0.184, -1.367, -2.221]], "e_homo_ev": -9.773, "homo_lumo_gap_ev": 10.248, "lumo_ev": 0.47}

Which of them is the least stable? Correct choice: B.

A.
{"formula": "C7H15NS2", "method": "ωB97M-V/def2-TZVPD", "symbols": ["C", "C", "C", "C", "C", "C", "C", "H", "H", "H", "H", "H", "H", "H", "H", "H", "H", "H", "H", "H", "H", "H", "N", "S", "S"], "coordinates": [[-2.834, -1.369, -0.706], [-3.589, 0.901, -0.367], [-1.708, 0.010, 0.886], [-0.667, 0.550, -0.051], [0.662, 0.924, 0.610], [1.704, 1.598, -0.317], [2.321, 0.647, -1.319], [-2.228, -1.147, -1.621], [-3.888, -1.774, -0.956], [-2.291, -2.147, -0.207], [-4.556, 0.595, -0.815], [-3.761, 1.631, 0.478], [-2.872, 1.496, -1.123], [-1.342, -0.898, 1.335], [-1.887, 0.782, 1.716], [-0.464, -0.174, -0.884], [-1.143, 1.464, -0.528], [0.520, 1.537, 1.535], [2.571, 1.973, 0.292], [1.182, 2.385, -0.855], [3.426, 0.860, -1.479], [1.767, 0.771, -2.291], [-2.975, -0.312, 0.259], [2.146, -1.106, -0.616], [1.632, -0.440, 1.315]], "smiles": "CN(C)CC[C@@H]1CCSS1", "e_homo_ev": -8.184, "homo_lumo_gap_ev": 8.791, "lumo_ev": 0.61}

B.
{"formula": "C7H15NS2", "method": "ωB97M-V/def2-TZVPD", "symbols": ["C", "C", "C", "C", "C", "C", "C", "H", "H", "H", "H", "H", "H", "H", "H", "H", "H", "H", "H", "H", "H", "H", "N", "S", "S"], "coordinates": [[3.271, -0.008, -0.583], [2.018, -0.998, 1.133], [0.910, -0.460, -0.908], [-0.556, -0.020, -0.532], [-0.938, 1.105, 0.330], [-2.506, 1.364, -0.067], [-3.484, 0.275, 0.397], [3.559, 0.838, -1.354], [3.735, -0.931, -0.859], [3.903, -0.009, 0.465], [1.164, -1.124, 1.724], [2.881, -0.478, 1.821], [2.549, -2.032, 1.008], [1.109, -0.145, -2.092], [1.048, -1.556, -1.096], [-1.221, 0.005, -1.372], [-0.912, 1.017, 1.530], [-0.346, 2.034, -0.037], [-2.520, 1.354, -1.243], [-2.938, 2.377, 0.518], [-3.638, 0.006, 1.414], [-4.606, 0.511, 0.272], [2.033, -0.234, -0.138], [-3.277, -1.306, -0.438], [-1.241, -1.582, 0.106]], "smiles": "CN(C)C[C@@H]1CCCSS1", "e_homo_ev": -7.975, "homo_lumo_gap_ev": 8.689, "lumo_ev": 0.71}

Which of them is the least stable? Correct choice: B.

A.
{"formula": "C7H8", "method": "ωB97M-V/def2-TZVPD", "symbols": ["C", "C", "C", "C", "C", "C", "C", "H", "H", "H", "H", "H", "H", "H", "H"], "coordinates": [[3.008, 2.326, -0.858], [2.127, 1.778, -0.257], [-0.288, 1.377, 0.976], [0.754, 1.257, 0.196], [-0.208, 0.139, 0.132], [-1.035, -0.247, -1.090], [0.043, -1.152, 1.002], [3.712, 2.824, -1.367], [-0.808, 1.942, 1.632], [-1.183, 0.735, -1.724], [-2.010, -0.637, -0.740], [-0.595, -0.942, -1.853], [-0.523, -1.046, 1.962], [1.036, -1.115, 1.416], [-0.333, -1.989, 0.447]], "smiles": "C#CC1=CC1(C)C", "e_homo_ev": -9.068, "homo_lumo_gap_ev": 10.053, "lumo_ev": 0.99}

B.
{"formula": "C7H8", "method": "ωB97M-V/def2-TZVPD", "symbols": ["C", "C", "C", "C", "C", "C", "C", "H", "H", "H", "H", "H", "H", "H", "H"], "coordinates": [[1.571, 0.484, 0.002], [0.140, -0.070, 0.110], [-0.149, -0.630, 1.514], [-0.872, 0.944, -0.298], [-1.759, 1.453, -0.938], [-0.170, -1.065, -0.977], [-0.308, -2.007, -1.822], [1.783, 0.801, -1.023], [2.300, -0.282, 0.284], [1.693, 1.343, 0.671], [-0.108, 0.175, 2.255], [-1.140, -1.090, 1.546], [0.593, -1.388, 1.784], [-2.542, 1.905, -1.504], [-1.032, -0.571, -1.603]], "e_homo_ev": -10.239, "homo_lumo_gap_ev": 10.865, "lumo_ev": 0.63}

Which of them is the least stable? Correct choice: B.